No. 1
ORCA calculation (wB97M-V/def2-TZVPD) on a cluster of 2 separate species, C10H10N2 in total.

The orbital gap comes out at 8.5138 eV. The SMILES is c1ccncc1.c1ccncc1. The largest force on an atom is 4.9 eV/Å. Its molecular weight is 158.20 g mol⁻¹. The calculation puts the LUMO energy at 0.50 eV. Its spin multiplicity is 1. For the total energy, the calculation gives -13507.9973 eV. The total charge is 0.

XYZ file:
```
22
Properties=species:S:1:pos:R:3:mulliken_charge:R:1
C 2.49 1.59 0.54 0.1191
C 1.47 2.52 0.17 -0.9985
C 0.36 1.84 -0.15 -0.0956
N 0.11 0.58 -0.24 -0.0354
C 1.04 -0.29 0.15 0.3461
C 2.35 0.23 0.56 -0.8267
H 3.56 1.88 0.76 0.2641
H 1.58 3.55 0.03 0.4732
H -0.55 2.37 -0.31 0.3493
H 1.00 -1.41 -0.35 0.1796
H 3.29 -0.39 0.48 0.2456
C -1.16 -1.70 -1.14 0.0289
C -0.78 -2.12 0.15 -0.8104
C -1.20 -1.39 1.28 0.0499
N -1.94 -0.33 1.22 -0.6138
C -2.32 0.00 -0.03 -0.1322
C -1.86 -0.50 -1.22 -0.1735
H -1.06 -2.43 -2.07 0.2499
H -0.04 -2.95 0.31 0.5038
H -0.98 -1.86 2.31 0.2872
H -3.13 0.72 -0.26 0.3329
H -2.25 0.09 -2.18 0.2565
```



No. 2
ORCA calculation (wB97M-V/def2-TZVPD) on an isolated molecule of C21H26N2O5S.

The orbital gap comes out at 7.9924 eV. The SMILES is COc1cccc(/C=C2\SC(=O)N(CCC(=O)N3CCCC[C@@H]3CCO)C2=O)c1. The largest force on an atom is 1.1 eV/Å. Its molecular weight is 418.51 g mol⁻¹. The calculation puts the LUMO energy at -0.73 eV. Its spin multiplicity is 1. For the total energy, the calculation gives -46253.2981 eV. The total charge is 0.

XYZ file:
```
55
Properties=species:S:1:pos:R:3:mulliken_charge:R:1
C 1.52 -2.82 6.21 -0.8071
O 0.46 -3.63 5.75 -0.4250
C 0.05 -3.51 4.47 0.6300
C -0.99 -4.36 4.08 -0.5474
C -1.48 -4.31 2.79 -0.9843
C -0.94 -3.44 1.86 -0.6912
C 0.10 -2.59 2.22 0.9324
C 0.72 -1.66 1.31 -0.0794
C 0.58 -1.51 -0.02 -0.2432
S -0.42 -2.39 -1.15 -0.2822
C 0.19 -1.44 -2.53 0.7861
O -0.16 -1.59 -3.67 -0.5720
N 1.10 -0.52 -2.08 0.0997
C 1.78 0.35 -3.02 -1.0379
C 0.89 1.49 -3.53 -1.0888
C 0.68 2.50 -2.42 0.8408
O 1.53 3.36 -2.25 -0.7938
N -0.41 2.43 -1.62 0.4631
C -1.59 1.62 -1.84 -1.0556
C -2.05 0.92 -0.56 0.1741
C -2.26 1.94 0.55 -0.8931
C -0.95 2.70 0.75 -1.2115
C -0.51 3.41 -0.53 -0.4379
C -1.40 4.61 -0.90 -0.5699
C -0.59 5.85 -1.29 -0.8179
O 0.08 5.73 -2.52 -0.5880
C 1.36 -0.48 -0.73 0.3663
O 2.14 0.29 -0.21 -0.6407
C 0.59 -2.63 3.54 -0.3473
H 2.44 -3.01 5.64 0.3322
H 1.68 -3.09 7.25 0.2313
H 1.27 -1.75 6.15 0.3310
H -1.40 -5.03 4.81 0.4415
H -2.29 -4.97 2.51 0.3953
H -1.34 -3.42 0.86 0.3630
H 1.44 -0.98 1.76 0.3152
H 2.11 -0.26 -3.87 0.4293
H 2.65 0.76 -2.50 0.5367
H -0.03 1.09 -3.96 0.5046
H 1.44 2.01 -4.31 0.4084
H -1.40 0.87 -2.61 0.4367
H -2.40 2.26 -2.20 0.4498
H -2.96 0.37 -0.77 0.4088
H -1.29 0.21 -0.23 -0.3572
H -2.55 1.44 1.47 0.4419
H -3.05 2.64 0.27 0.3653
H -1.05 3.44 1.54 0.4087
H -0.17 1.99 1.04 0.3847
H 0.52 3.77 -0.37 0.7506
H -2.05 4.35 -1.74 0.1925
H -2.03 4.87 -0.05 0.3992
H 0.11 6.10 -0.48 0.3500
H -1.28 6.70 -1.42 0.4270
H 0.75 5.03 -2.44 0.4127
H 1.39 -1.96 3.81 0.4624
```



No. 3
ORCA calculation (wB97M-V/def2-TZVPD) on the ion C8H13N2 with charge +1.

The orbital gap comes out at 8.1910 eV. The SMILES is C=[N+]=NC1=CC[C@@H](C)CC1. The largest force on an atom is 5.1 eV/Å. Its molecular weight is 137.21 g mol⁻¹. The calculation puts the LUMO energy at -5.58 eV. Its spin multiplicity is 1. For the total energy, the calculation gives -11475.8122 eV. The total charge is +1.

XYZ file:
```
23
Properties=species:S:1:pos:R:3:mulliken_charge:R:1
C 0.13 2.16 4.47 -0.2347
N -0.17 1.65 3.40 0.0045
N -0.62 1.14 2.47 0.0597
C -0.42 0.87 1.14 0.3474
C 0.60 1.24 0.31 -0.1523
C 0.88 0.73 -0.95 -0.7152
C 0.02 -0.50 -1.43 0.3504
C 0.82 -1.63 -2.11 -1.6433
C -0.78 -1.19 -0.16 -0.9586
C -1.51 -0.09 0.60 -0.5605
H 0.75 1.74 5.21 0.2794
H -0.30 3.10 4.81 0.2570
H 1.40 1.80 0.77 0.4042
H 0.55 1.44 -1.70 0.3166
H 1.98 0.57 -1.19 0.4483
H -0.75 -0.16 -2.19 0.3139
H 1.10 -1.17 -3.09 0.4038
H 0.27 -2.42 -2.41 0.5005
H 1.75 -1.96 -1.48 0.3055
H -0.15 -1.88 0.43 0.3522
H -1.50 -1.96 -0.69 0.3760
H -2.11 -0.64 1.38 0.2532
H -2.17 0.41 -0.09 0.2918
```



No. 4
ORCA calculation (wB97M-V/def2-TZVPD) on a cluster of 2 separate species, C8H14N3O2 in total.

The orbital gap comes out at 9.4573 eV. The largest force on an atom is 4.1 eV/Å. Its molecular weight is 184.22 g mol⁻¹. The calculation puts the LUMO energy at -3.57 eV. Its spin multiplicity is 1. For the total energy, the calculation gives -17078.0948 eV. The total charge is +1.

XYZ file:
```
27
Properties=species:S:1:pos:R:3:mulliken_charge:R:1
C -3.90 2.14 -1.42 -0.8688
C -3.43 1.23 -0.65 0.7604
C 0.70 0.11 -0.66 -0.0037
C 2.81 0.18 0.50 0.5150
C 4.79 0.06 -1.06 -0.4599
C 5.30 -0.15 0.33 -0.2654
C -2.90 -1.86 0.89 -1.1861
C -3.67 -0.59 0.93 -0.1982
N 4.06 0.45 0.13 -0.0760
N -0.11 0.41 0.24 -0.5604
N -2.97 0.35 0.12 0.2234
O 1.98 -0.19 -0.62 -0.2657
O 2.43 0.24 1.62 -0.5468
H -3.98 1.75 -2.39 0.2782
H -3.87 3.23 -1.21 0.3009
H 0.36 0.39 1.13 0.1420
H 0.43 0.08 -1.74 0.3413
H 4.88 0.94 -1.73 0.2740
H 4.46 -0.82 -1.70 0.1930
H 5.15 -1.20 0.63 0.2539
H 5.92 0.54 0.79 0.3035
H -1.92 -1.63 1.42 0.2962
H -3.40 -2.63 1.51 0.3521
H -2.75 -2.28 -0.04 0.3765
H -3.72 -0.28 2.01 0.2359
H -4.74 -0.83 0.65 0.3867
H -1.90 0.37 0.32 0.1979
```



No. 5
ORCA calculation (wB97M-V/def2-TZVPD) on a cluster of 17 separate species, C25H84BF4N2O19PS2 in total.

The orbital gap comes out at 8.8518 eV. The largest force on an atom is 1.8 eV/Å. Its molecular weight is 898.85 g mol⁻¹. The calculation puts the LUMO energy at 0.44 eV. Its spin multiplicity is 1. For the total energy, the calculation gives -111670.8385 eV. The total charge is 0.

XYZ file:
```
138
Properties=species:S:1:pos:R:3:mulliken_charge:R:1
C -3.16 -2.52 -4.15 -1.1638
C -2.30 -1.85 -3.08 0.6108
N -2.36 -0.39 -3.34 0.0958
N -2.22 0.42 -2.17 0.0168
C -1.17 1.41 -2.26 0.3869
F -0.85 1.73 -3.55 -0.2653
P -1.81 3.04 -1.45 0.1867
S -1.77 4.55 -2.70 -0.4239
C 0.10 1.02 -1.50 -0.2961
C 0.66 -0.32 -1.92 -0.7426
C 0.91 -0.45 -3.42 -0.0666
C 1.62 -1.73 -3.78 0.6871
F 2.97 -1.60 -3.86 -0.3393
F 1.20 -2.20 -5.00 -0.2293
F 1.35 -2.72 -2.89 -0.2823
O -0.30 1.03 -0.16 -0.1314
C 0.68 0.74 0.82 0.3853
S -0.09 1.06 2.42 -0.1646
C 1.91 1.64 0.87 -1.2424
B 2.87 1.11 2.03 0.8728
O 3.63 1.95 2.82 -0.6264
O 2.94 -0.24 2.24 -0.5169
H -3.95 -1.84 -4.44 0.1031
H -2.52 -2.77 -4.98 0.1987
H -3.62 -3.43 -3.78 0.4915
H -2.64 -2.06 -2.07 -0.0531
H -1.28 -2.20 -3.19 -0.1210
H -3.31 -0.23 -3.67 0.2179
H -3.10 0.84 -1.90 0.1345
H -1.05 3.33 -0.33 0.0486
H -3.14 2.78 -1.08 0.0494
H 0.84 1.80 -1.73 0.2264
H 1.61 -0.51 -1.41 0.7930
H -0.01 -1.08 -1.54 0.2531
H 1.45 0.41 -3.78 0.5161
H -0.03 -0.47 -3.95 -0.5058
H 0.98 -0.30 0.80 0.2184
H -1.10 0.19 2.38 0.0824
H 2.43 1.69 -0.08 0.1747
H 1.56 2.65 1.09 0.1727
H 3.14 2.13 3.64 0.3893
H 3.84 -0.50 2.46 0.2623
C 2.14 3.19 6.36 -0.7329
O 1.86 2.78 5.02 -0.4430
H 2.29 2.29 6.95 0.2747
H 3.04 3.80 6.41 0.3306
H 1.29 3.75 6.77 0.2443
H 1.72 3.58 4.50 0.2566
C 2.81 -2.55 -8.68 -0.5740
O 1.54 -2.77 -8.06 -0.4718
H 2.88 -3.23 -9.52 0.2223
H 2.90 -1.53 -9.04 0.2566
H 3.63 -2.76 -7.98 0.2493
H 1.48 -2.17 -7.31 0.2783
C -6.08 0.53 -4.98 -0.5860
O -4.73 0.70 -4.56 -0.3538
H -6.58 -0.13 -4.28 0.2795
H -6.60 1.49 -5.00 0.2951
H -6.12 0.08 -5.98 0.1690
H -4.28 1.28 -5.18 0.1131
C 1.59 -4.29 0.27 -0.6787
O 1.92 -2.91 0.15 -0.3492
H 1.31 -4.46 1.30 0.2489
H 0.75 -4.55 -0.38 0.2455
H 2.45 -4.92 0.02 0.3056
H 2.16 -2.74 -0.77 0.1911
C -3.42 -2.41 0.83 -0.6121
O -3.06 -1.04 0.71 -0.5845
H -3.83 -2.55 1.83 0.2758
H -4.18 -2.69 0.10 0.2532
H -2.55 -3.06 0.72 0.2136
H -2.68 -0.90 -0.17 0.3497
C 6.72 -2.25 3.02 -0.5382
O 5.88 -1.15 3.35 -0.4357
H 6.08 -3.11 2.84 0.1522
H 7.30 -2.05 2.12 0.3306
H 7.40 -2.48 3.85 0.2253
H 6.44 -0.38 3.52 0.2561
C -1.04 -0.19 -6.79 -0.1500
O -2.34 -0.47 -6.29 -0.0510
H -1.00 -0.51 -7.83 0.3552
H -0.82 0.88 -6.74 0.3148
H -0.28 -0.73 -6.22 -0.3597
H -2.37 -0.18 -5.37 0.0787
C -9.60 -1.31 -4.36 -0.5942
O -8.42 -1.26 -3.57 -0.4664
H -9.32 -1.67 -5.34 0.2209
H -10.34 -1.99 -3.92 0.2882
H -10.05 -0.31 -4.46 0.2634
H -8.66 -0.93 -2.70 0.2681
C 1.84 4.61 9.76 -0.5375
O 2.95 3.80 9.38 -0.5089
H 1.55 5.22 8.90 0.2641
H 0.99 3.99 10.06 0.2602
H 2.11 5.28 10.58 0.2217
H 3.19 3.28 10.15 0.3135
C 5.83 -5.05 5.56 -0.4954
O 7.02 -4.28 5.78 -0.5593
H 6.15 -6.06 5.33 0.2826
H 5.20 -5.07 6.45 0.2865
H 5.26 -4.66 4.72 0.1782
H 6.75 -3.38 5.98 0.3111
C 9.16 -7.67 4.37 -0.5594
O 7.85 -7.10 4.35 -0.4951
H 9.09 -8.66 3.91 0.2086
H 9.86 -7.06 3.80 0.2602
H 9.52 -7.78 5.39 0.2515
H 7.92 -6.23 4.75 0.3387
C -2.89 4.15 -5.66 -0.6763
O -3.27 2.78 -5.82 -0.4333
H -3.09 4.43 -4.63 0.1103
H -1.82 4.29 -5.86 0.3018
H -3.47 4.80 -6.33 0.3215
H -3.08 2.52 -6.72 0.1720
C 2.65 4.27 13.59 -0.5378
O 3.57 3.68 12.66 -0.5289
H 2.33 3.48 14.27 0.2895
H 3.12 5.07 14.15 0.2259
H 1.77 4.66 13.07 0.2328
H 3.85 4.38 12.06 0.2993
C -4.08 -2.27 -9.28 -0.6437
O -4.76 -1.23 -8.58 -0.5316
H -4.81 -3.02 -9.54 0.2620
H -3.61 -1.89 -10.19 0.3038
H -3.32 -2.72 -8.64 0.2204
H -4.11 -0.57 -8.33 0.2795
C -7.12 1.44 -9.46 -0.4748
O -6.06 0.73 -10.08 -0.4909
H -7.31 2.34 -10.06 0.2600
H -8.04 0.84 -9.44 0.2397
H -6.87 1.74 -8.44 0.1608
H -5.89 -0.07 -9.55 0.3677
C 1.73 7.46 16.01 -0.5463
O 1.45 7.13 14.65 -0.4622
H 1.88 6.53 16.55 0.2047
H 2.63 8.07 16.10 0.2704
H 0.89 7.99 16.47 0.2809
H 1.31 7.95 14.17 0.2728
```



No. 6
ORCA calculation (wB97M-V/def2-TZVPD) on a structure of composition C30H48N6P2S3SbW.

The orbital gap (spin up / spin down) comes out at 4.4788 / 5.9308 eV. The largest force on an atom is 4.1 eV/Å. Its molecular weight is 956.51 g mol⁻¹. The calculation puts the LUMO energy (spin up / spin down) at -7.79 / -6.79 eV. Its spin multiplicity is 2. For the total energy, the calculation gives -100266.2514 eV. The total charge is +2.

XYZ file:
```
91
Properties=species:S:1:pos:R:3:lowdin_spin:R:1
W 0.07 0.04 -0.23 1.4683
C -0.97 -2.85 4.47 0.0004
N -0.58 -1.73 3.65 0.0051
C -0.20 -0.51 4.09 0.0002
C 0.06 0.25 2.98 0.0081
N -0.17 -0.50 1.86 0.0191
C -0.56 -1.71 2.30 0.0139
P -0.55 -3.24 1.28 0.0046
C -1.52 -2.65 -0.16 0.0211
N -1.30 -1.51 -0.86 0.0205
C -1.99 -1.66 -2.03 0.0135
C -2.64 -2.86 -2.03 -0.0014
N -2.34 -3.47 -0.86 0.0127
C -2.81 -4.76 -0.45 0.0010
C 1.06 -2.83 0.50 0.0107
N 1.28 -1.70 -0.19 -0.0065
C 2.54 -1.82 -0.71 0.0009
C 3.07 -3.02 -0.31 -0.0030
N 2.14 -3.65 0.44 0.0088
C 2.30 -4.93 1.07 0.0007
H -1.26 -2.49 5.46 0.0000
H -0.14 -3.55 4.58 0.0002
H -1.81 -3.37 4.02 0.0001
H -0.15 -0.25 5.13 0.0000
H 0.44 1.25 2.92 0.0006
H -1.97 -0.90 -2.80 0.0007
H -3.28 -3.31 -2.76 -0.0002
H -3.68 -5.04 -1.05 0.0000
H -3.11 -4.74 0.60 0.0003
H -2.04 -5.52 -0.58 0.0005
H 2.99 -1.07 -1.34 -0.0011
H 4.04 -3.44 -0.50 -0.0002
H 3.30 -5.30 0.86 0.0000
H 1.57 -5.64 0.69 0.0003
H 2.18 -4.84 2.15 0.0003
S 4.24 0.73 -2.52 -0.1144
Sb 2.49 2.11 -1.82 0.0052
S 0.50 0.71 -2.42 -0.1956
S 2.12 1.17 0.45 -0.2889
C -3.33 3.98 -3.55 0.0000
C -3.78 2.53 -3.36 -0.0006
C -2.85 1.78 -2.39 -0.0043
C -2.41 2.74 -1.29 0.0007
C -1.46 3.80 -1.89 -0.0033
C -1.82 4.09 -3.35 -0.0002
P -1.68 1.88 0.19 0.0121
C -1.13 3.25 1.35 0.0064
C -2.16 4.35 1.66 0.0000
C -1.48 5.55 2.35 0.0004
C -0.26 5.12 3.15 0.0000
C 0.82 4.56 2.22 -0.0001
C 0.19 3.94 0.97 -0.0079
C -3.17 1.25 1.17 0.0024
C -4.45 2.10 1.12 -0.0001
C -5.52 1.51 0.21 -0.0001
C -6.00 0.17 0.75 0.0001
C -4.87 -0.57 1.47 0.0001
C -3.51 -0.21 0.85 0.0017
H -3.84 4.64 -2.85 0.0000
H -3.60 4.32 -4.55 0.0000
H -3.79 2.01 -4.31 0.0000
H -4.80 2.51 -2.97 -0.0002
H -1.96 1.43 -2.93 -0.0046
H -3.36 0.91 -1.98 0.0001
H -3.30 3.25 -0.92 -0.0009
H -0.42 3.45 -1.84 -0.0030
H -1.54 4.72 -1.31 -0.0001
H -1.32 3.39 -4.02 -0.0002
H -1.48 5.10 -3.61 0.0000
H -0.95 2.70 2.29 0.0000
H -2.94 3.96 2.32 -0.0001
H -2.63 4.71 0.75 0.0000
H -2.21 6.03 3.01 0.0001
H -1.18 6.29 1.61 0.0000
H -0.55 4.39 3.90 0.0000
H 0.14 5.98 3.69 0.0000
H 1.42 3.81 2.74 0.0000
H 1.50 5.36 1.90 0.0000
H 0.89 3.24 0.51 -0.0055
H 0.00 4.73 0.24 -0.0006
H -2.79 1.27 2.21 0.0000
H -4.25 3.13 0.81 0.0000
H -4.87 2.16 2.12 0.0001
H -5.14 1.40 -0.81 0.0000
H -6.36 2.21 0.15 0.0000
H -6.39 -0.44 -0.07 0.0000
H -6.82 0.33 1.45 0.0000
H -5.03 -1.65 1.40 0.0000
H -4.85 -0.31 2.52 0.0000
H -3.57 -0.38 -0.23 0.0001
H -2.74 -0.87 1.27 0.0012
```



No. 7
ORCA calculation (wB97M-V/def2-TZVPD) on an isolated molecule of C3H5NO2S.

The orbital gap comes out at 8.6099 eV. The SMILES is CO/C(C=O)=N/S. The largest force on an atom is 3.6 eV/Å. Its molecular weight is 119.14 g mol⁻¹. The calculation puts the LUMO energy at -0.22 eV. Its spin multiplicity is 1. For the total energy, the calculation gives -19609.7552 eV. The total charge is 0.

XYZ file:
```
12
Properties=species:S:1:pos:R:3:mulliken_charge:R:1
C -1.43 1.10 -0.40 -0.6729
O -1.31 -0.33 -0.12 -0.3464
C 0.06 -0.47 0.22 0.5590
C 0.26 -1.96 0.34 0.1552
O 1.37 -2.44 0.46 -0.4620
N 0.86 0.48 0.14 -0.4142
S 2.54 0.26 0.05 -0.1155
H -2.40 1.15 -0.78 0.2857
H -1.15 1.57 0.54 0.3034
H -0.82 1.47 -1.26 0.2689
H -0.78 -2.48 0.38 0.2744
H 2.79 1.67 0.43 0.1643
```



No. 8
ORCA calculation (wB97M-V/def2-TZVPD) on a structure of composition C9H9ClLiN2O5S2.

The orbital gap comes out at 6.9167 eV. The largest force on an atom is 0.6 eV/Å. Its molecular weight is 331.71 g mol⁻¹. The calculation puts the LUMO energy at 2.74 eV. Its spin multiplicity is 1. For the total energy, the calculation gives -57088.8188 eV. The total charge is -1.

XYZ file:
```
29
Properties=species:S:1:pos:R:3:mulliken_charge:R:1
Li -0.67 -1.53 -2.42 0.9539
S -0.40 1.03 -0.09 -0.2334
C 1.07 1.81 0.43 0.3960
C 1.32 3.18 0.37 -0.5355
C 2.51 3.69 0.87 -0.4466
C 3.47 2.84 1.40 -0.4537
C 3.24 1.47 1.44 -0.4728
C 2.04 0.95 0.97 0.2854
S 1.58 -0.74 1.02 -0.1900
H 0.58 3.84 -0.07 0.3676
H 2.69 4.76 0.82 0.3367
H 4.40 3.24 1.78 0.3403
H 3.99 0.79 1.83 0.3625
C -3.03 -2.29 2.62 -1.2723
C -2.49 -1.19 1.72 0.3706
C -2.99 -1.30 0.34 0.2138
N -3.30 -1.41 -0.76 -0.5051
H -2.73 -2.10 3.66 0.3460
H -2.63 -3.26 2.32 0.3214
H -4.12 -2.34 2.58 0.3301
H -1.40 -1.22 1.65 -0.0323
H -2.75 -0.20 2.09 0.2750
O -0.23 -1.57 -0.69 -0.8828
N 0.58 -0.54 -0.52 0.0980
O 0.23 -2.98 -4.74 -0.5547
Cl -0.13 -1.58 -4.70 1.6811
O -1.50 -1.46 -4.16 -0.7351
O -0.05 -0.98 -6.00 -0.6680
O 0.73 -0.88 -3.74 -0.6961
```



No. 9
ORCA calculation (wB97M-V/def2-TZVPD) on an isolated molecule of C6H11NS.

The orbital gap comes out at 9.3810 eV. The SMILES is C=C(CC)/C(C)=N\S. The largest force on an atom is 3.8 eV/Å. Its molecular weight is 129.23 g mol⁻¹. The calculation puts the LUMO energy at 0.85 eV. Its spin multiplicity is 1. For the total energy, the calculation gives -18723.3239 eV. The total charge is 0.

XYZ file:
```
19
Properties=species:S:1:pos:R:3:mulliken_charge:R:1
C 0.24 -0.37 2.08 -0.9333
C 0.03 -0.27 0.77 0.2530
C 0.41 -1.35 -0.20 -0.0958
C 1.36 -0.80 -1.28 -1.2463
C -0.72 0.84 0.16 0.6177
C 0.11 2.06 -0.14 -1.0222
N -1.92 0.87 -0.38 -0.6172
S -2.68 -0.67 -0.02 -0.2249
H -0.06 0.43 2.91 0.2157
H 0.71 -1.26 2.48 0.2942
H -0.43 -1.86 -0.65 0.3296
H 0.97 -2.09 0.43 0.3479
H 1.74 -1.51 -1.95 0.4322
H 0.79 -0.04 -1.88 0.2698
H 2.14 -0.33 -0.68 0.2726
H 0.35 2.36 0.85 0.3753
H -0.42 2.80 -0.88 0.2954
H 1.15 1.75 -0.55 0.2599
H -3.74 -0.57 -1.06 0.1766
```



Q: Which value of total charge does entry 4 give?
A: +1